Molecular formula: C42H45IN3OP2SSiTl
Method: DFT, wB97M-V/def2-TZVPD

XYZ file:
```
97
Properties=species:S:1:pos:R:3:mulliken_charge:R:1
C 0.44419 -4.80771 1.14277 0.363
C 0.74454 -2.37011 -4.28822 -0.773
H -3.25656 2.04394 -5.06128 0.187
H 3.40454 -1.66936 0.06592 0.426
H -2.83345 -2.64672 -5.71326 0.491
H -0.62728 3.15376 -4.92135 0.582
C -2.92936 1.72943 0.08180 -0.596
H 1.20607 -3.87549 -1.54241 0.568
H 1.21396 -2.56653 2.96525 0.333
H -0.88063 -2.87570 -7.21051 0.434
H 4.60108 2.68543 3.80045 0.458
H 2.26109 -2.47326 -1.73927 0.567
H 5.37331 2.58445 -0.41013 0.452
C 3.34640 1.38024 2.65798 -0.503
H -1.14488 6.83095 -1.30475 0.286
C -1.55243 4.12309 0.47023 0.021
C -2.98329 -4.37248 -0.25367 -0.940
C -1.64836 1.61097 -3.86695 0.432
C -1.81862 -1.95725 0.47432 0.234
C 0.97146 5.30472 1.76474 -0.968
H -4.07881 -4.21451 1.58327 0.462
C -0.35552 -2.24372 -3.43961 0.979
C -0.21045 -1.79521 4.35942 -0.689
H -2.50640 -2.22195 -3.31035 0.712
H -0.52808 -6.54361 1.93152 0.469
C 1.65962 -4.18828 0.88274 -0.741
C 5.09885 2.73339 1.71514 -0.568
C 0.64506 -1.69580 3.26912 -0.420
C -1.83143 -2.55889 -5.31328 -0.884
H 0.41761 6.01087 -1.40468 0.268
H 0.80028 4.55912 2.54522 0.294
H 3.74807 -6.55560 2.09793 0.428
H 3.02893 -2.22956 1.69089 0.832
P -0.10384 -1.90556 -1.69518 1.286
H 1.58636 -7.66898 2.55113 0.427
H -1.61980 -0.78145 5.61477 0.416
H 3.80168 -4.35062 1.00803 0.505
H -3.43512 -5.31426 -0.53450 0.505
H -1.15302 7.62980 2.29484 0.362
C 3.77884 1.33340 0.28371 -0.607
C 0.42148 -6.06414 1.73277 -0.925
N 1.66763 -2.90023 0.24839 1.264
C 1.40880 -2.86829 -1.17016 -1.455
C 2.57920 -1.89495 0.75585 -1.845
C 1.60658 -6.69421 2.08339 -0.612
C 2.84965 -4.82063 1.22606 -0.126
H 1.75624 -2.29369 -3.91129 0.283
H 1.34314 6.20899 2.25292 0.450
C -1.09496 3.00921 -3.94899 -0.685
C 0.74626 -0.49109 2.57926 0.292
H 3.54212 0.96822 -0.71275 0.432
C -0.73294 -2.69108 -6.15487 -0.590
C -2.03771 -3.79142 -1.08231 -0.186
C -2.75952 -2.54890 1.30430 -0.964
N -1.62816 1.81950 -0.22593 0.036
O -1.05690 0.72656 -3.22985 -0.431
H -0.35882 3.15178 -3.16569 -0.055
C 3.05196 0.88827 1.39013 0.843
H 5.89684 3.45221 1.84429 0.441
H 1.76116 4.93551 1.10885 0.268
C -0.96811 2.98375 -0.08525 0.371
C -1.64733 -2.32764 -3.96132 -0.747
H 1.40705 -2.69651 -6.29747 0.469
N -2.75096 1.33123 -4.56032 -0.262
H -1.44719 1.35987 4.38734 0.509
Si -0.59625 5.73817 0.84675 -0.023
H 2.78128 1.04691 3.51970 0.428
S 0.68115 2.93333 -0.67920 -0.448
C -3.61439 2.81837 0.56836 -1.308
H -0.28401 -2.73133 4.89651 0.485
H -1.36034 -1.02500 0.79304 -0.231
H 0.04961 1.54710 2.43434 0.448
H -0.48245 -4.30039 0.90083 0.447
C -2.90588 4.00099 0.78192 0.036
H -3.42955 4.84982 1.20378 0.500
P 1.73046 -0.29400 1.08687 1.159
H -1.74742 -4.29122 -1.99823 0.495
H -2.04271 6.20668 2.82120 0.357
C -1.45837 -2.57176 -0.72520 0.366
H -3.02719 -2.07106 2.23740 0.535
C 4.80611 2.24676 0.44678 -0.787
H 0.28127 7.55463 -0.56144 0.385
I -2.55968 4.53800 -3.73743 0.072
H -3.39627 0.76251 -0.06034 0.558
C -1.70826 6.75887 1.93988 -1.164
C 4.37032 2.30387 2.81494 -0.748
C -3.34370 -3.75292 0.93758 -0.855
Tl 0.11955 0.53366 -0.99182 1.824
C -0.96070 -0.70049 4.76066 -0.789
H -2.58863 7.13430 1.41395 0.355
C -0.02585 0.60611 2.97475 -0.389
C -0.22827 6.60856 -0.75674 -0.899
C 0.55192 -2.59332 -5.64360 -0.780
C 2.81956 -6.06758 1.83352 -0.837
H -3.08860 0.38324 -4.57963 0.216
C -0.86651 0.50367 4.06972 -0.763
H -4.66638 2.74023 0.80203 0.491
```

Summary:
total charge: +2



Molecular formula: C42H45N7O7SSbSnTe
Method: DFT, wB97M-V/def2-TZVPD

XYZ file:
```
105
Properties=species:S:1:pos:R:3:mulliken_charge:R:1
H -0.12058 -5.12134 -3.04985 0.371
H -2.42105 0.66235 8.06421 0.379
H -6.62778 1.99166 -0.03015 0.463
O -2.18470 -1.27479 7.55042 -0.386
C 2.78701 -0.31050 -0.72307 0.197
C -1.88113 -4.50573 -5.87609 -0.529
Sn -0.21917 0.24145 0.45144 1.574
H 2.19907 1.50151 -4.72765 0.461
C -4.58859 2.55770 -0.38152 -0.797
C 1.83131 -1.93236 2.40924 -1.183
H 0.99918 1.17422 3.57764 0.078
C 2.32295 1.98887 2.30346 0.102
H 5.07211 -4.21362 -2.88654 0.389
H 0.13900 -3.79841 1.17398 0.313
N 2.14934 2.45006 0.13010 0.067
H -0.79613 -6.21326 -5.15867 0.410
C -5.59161 1.68352 -0.02681 -0.767
C 4.06366 -3.90876 -2.63842 -0.634
H 4.85124 -1.82656 0.11368 0.605
C -2.85955 -5.84821 -0.11536 -0.758
H 0.94701 -1.88743 3.03637 0.567
H -0.77350 -5.64323 2.53742 0.465
H 2.85924 -3.39509 3.59008 0.527
H 0.14890 4.18896 -3.60287 0.355
C -0.42460 3.30302 -3.87492 -1.294
N -0.85387 0.34710 3.22591 -0.631
C 2.89852 -2.75432 2.72023 -0.658
H 3.89931 -2.54647 -4.28907 0.430
C -1.10330 -5.19569 -4.95372 -0.783
C 2.87904 -1.14798 0.53150 0.044
C -5.25270 0.38353 0.33177 -1.162
H -4.79261 3.58102 -0.66041 0.537
C -3.91579 0.01193 0.29202 0.389
N -2.94208 0.85216 -0.05316 0.529
H -1.01596 0.34604 7.01379 0.277
H -2.68951 -6.96113 1.71125 0.397
H 3.92198 -5.21580 -0.94799 0.453
C -2.90837 0.40195 5.97242 -0.645
C 4.01502 -2.73528 1.89479 -0.761
C -3.26579 2.10463 -0.37566 0.597
C -2.06819 0.09169 7.20697 -0.479
C -0.68467 -4.39319 0.79380 -0.058
O -2.50768 4.21051 -1.12317 -0.501
C -2.52836 -1.90947 5.23409 -0.368
H -5.18037 -2.11672 0.36119 0.291
C 3.41899 -4.46512 -1.54575 -0.640
H -6.02498 -0.29581 0.66770 0.471
H -2.18635 -1.56275 -4.22653 0.327
H -0.32482 3.13201 -4.94402 0.400
N 1.81017 -1.15968 1.32244 1.274
C -1.20503 -5.41898 1.56893 -0.921
C -2.28813 -6.15537 1.11034 -0.622
H -2.12537 -2.49737 4.41015 0.258
C 3.32928 2.90106 0.31337 0.149
S 3.86600 2.71692 1.98523 -0.271
H -3.56978 -2.18785 5.40323 0.297
C 2.12099 -2.57250 -3.09565 -0.500
N -2.49385 -0.48477 4.87699 -0.053
C 2.24204 1.86243 -3.70297 -1.067
H 3.36351 5.57508 -0.49255 0.371
H -3.95880 0.20062 6.18865 0.337
O -0.97339 2.69691 -0.55672 -0.268
C 1.47444 -3.11732 -1.98961 0.600
C -1.88836 -2.58638 -4.42639 -0.692
O 1.57894 -0.13163 -1.12302 0.319
H -1.47691 3.46923 -3.64806 0.331
H 2.44847 1.77835 4.33174 0.231
O -4.31188 -2.35708 0.70385 -0.423
C 3.45631 4.81323 -1.26721 -1.064
C -0.72773 -4.58413 -3.76920 0.015
H -3.71410 -6.40967 -0.47171 0.436
Sb -0.52072 -2.42582 -1.60001 -0.149
Te 0.33449 1.59246 -2.78122 0.877
H -2.79579 -4.57641 -1.83973 0.471
H -2.18837 -4.99023 -6.79357 0.378
H 1.62619 -4.52503 -0.37314 0.351
C -2.26254 -3.19953 -5.61663 -0.486
O -2.27682 -1.57641 0.93783 0.095
H 4.86819 -3.36823 2.09947 0.483
C -1.61028 -0.05401 4.00881 0.233
C -1.23083 -4.09909 -0.45189 0.568
H 2.48925 2.92175 -3.69561 0.353
H 1.61113 -1.83302 -3.70510 0.317
H -2.85879 -2.65645 -6.33890 0.405
N 1.95566 1.49580 3.50602 -0.201
C -2.33947 -4.81784 -0.88699 -0.628
H -1.84625 -3.14295 6.87791 0.403
C 4.15991 3.56172 -0.73264 -0.336
H -0.66164 -1.92984 6.31728 0.293
H -1.70928 4.74201 -1.25815 0.434
O 3.81169 0.09484 -1.24965 -0.810
C -1.72590 -2.12356 6.51563 -0.591
N 1.56519 1.91918 1.23783 0.097
H 5.13940 3.81083 -0.32478 0.517
C 2.12648 -4.07065 -1.22032 -0.191
H 4.30277 2.84524 -1.54336 0.046
C 3.40726 -2.96778 -3.42211 -0.556
H 2.45744 4.54518 -1.61124 0.115
C -2.14208 3.00690 -0.67455 -0.354
H 4.02168 5.23648 -2.09658 0.365
C 4.01400 -1.89996 0.79213 -1.032
H -2.79651 1.43933 5.66153 0.430
C -1.13086 -3.27989 -3.49206 0.330
C -3.43130 -1.35840 0.67278 0.461
H 2.96973 1.28678 -3.13835 0.145
```

Summary:
total charge: +1



no.,HOMO energy (eV),HOMO-LUMO gap (Ha)
1,-13.10,0.2665
2,-8.68,0.2026